No. 1
The following is a quantum chemistry calculation of a cluster of 2 separate species, C2H9NS in total, from OMol25.

```
! wB97M-V def2-TZVPD RIJCOSX def2/J DEFGRID3
* xyz 0 1
N 0.84 1.62 2.20
C 1.04 -1.14 -1.55
H 0.71 -0.82 -2.53
H -2.61 -0.78 -0.06
H 1.06 -2.23 -1.50
S -0.22 -0.71 -0.26
H 1.85 1.72 2.15
C -1.94 -0.03 -0.52
H 0.71 1.37 3.18
H 2.00 -0.71 -1.25
H -2.10 0.03 -1.59
H 0.57 0.79 1.67
H -1.92 0.90 0.05
*
```

Orbital gap = 9.3 eV
Relative energy (zero: lowest compared OMol25 entry of this formula, charge and spin) = 20.6 kcal/mol
SMILES = CSC.N


No. 2
The following is a quantum chemistry calculation of the ion C4H9NOP with charge +1, from OMol25.

```
! wB97M-V def2-TZVPD RIJCOSX def2/J DEFGRID3
* xyz 1 1
H 1.03 -1.77 1.54
H -3.03 -0.11 0.04
H 2.68 0.44 -1.35
O 0.71 1.79 -1.27
H -2.31 0.33 1.49
H 0.01 -2.25 0.12
C -1.02 0.62 -0.03
H -1.79 -1.09 0.79
C 1.00 -1.73 0.42
H 2.20 1.81 0.42
P 1.75 0.81 -0.52
H 2.01 -2.14 -0.05
C -2.10 -0.06 0.59
C -0.62 1.55 -0.87
N 0.86 -0.40 -0.10
H -1.38 2.21 -1.20
*
```

Orbital gap = 9.3 eV
Relative energy (zero: lowest compared OMol25 entry of this formula, charge and spin) = 80.0 kcal/mol


No. 3
The following is a quantum chemistry calculation of a cluster of 2 separate species, C5H10O in total, from OMol25.

```
! wB97M-V def2-TZVPD RIJCOSX def2/J DEFGRID3
* xyz 0 1
O -1.93 -0.96 -0.16
C -1.61 0.31 0.09
C -0.04 0.51 -0.08
H -2.95 -1.05 0.69
H -0.14 2.58 0.06
C 2.29 -0.63 0.12
H -1.90 1.06 -0.65
C 0.47 1.73 -0.03
H 1.55 1.91 -0.20
H -1.96 0.69 1.08
C 0.80 -0.72 -0.05
H 2.80 0.22 -0.48
H 0.71 -1.23 -1.03
H 2.75 -1.59 -0.49
H 0.44 -1.58 0.65
H 2.69 -0.54 1.29
*
```

Orbital gap = 8.9 eV
Relative energy (zero: lowest compared OMol25 entry of this formula, charge and spin) = 97.2 kcal/mol


No. 4
The following is a quantum chemistry calculation of a structure of composition C57H66Cl3FeN8O10S3Si, from OMol25.

```
! wB97M-V def2-TZVPD RIJCOSX def2/J DEFGRID3
* xyz -1 5
H 1.53 5.50 -3.87
C 1.00 -6.50 -1.93
H 0.49 -5.71 1.30
N -5.79 -1.27 -4.94
H -6.63 -0.89 -5.32
H -1.37 -3.65 -1.69
H -2.59 -1.70 -5.05
C 0.04 -7.01 5.80
H -1.80 -7.16 4.68
C 0.75 2.22 5.59
C 1.29 -6.16 -0.62
H -1.90 -2.02 -3.44
C -1.72 -1.56 -4.41
C -1.33 -6.43 -1.43
H 2.32 -6.06 -0.30
H 3.37 5.82 3.27
H 3.76 -1.61 3.00
H -3.77 -2.11 -0.92
H 1.39 -1.42 2.20
C 0.17 4.01 -3.06
H 1.79 4.52 2.68
H -2.98 -6.51 0.69
S 1.44 -6.01 5.77
C -2.30 4.23 0.34
C -3.38 2.20 0.39
C -5.56 -1.01 -3.59
H 2.19 2.00 0.12
C -0.44 -5.54 4.07
N -0.88 -1.38 0.64
H -1.00 -0.29 5.86
C -0.31 -6.64 -2.34
C 1.95 4.13 4.79
C -1.32 0.63 -5.58
C 0.79 -5.10 4.45
C -1.25 -4.94 2.96
H 0.45 1.58 6.41
H -0.03 -7.81 6.52
C -2.20 -5.77 0.86
Cl 1.66 -3.78 3.78
H -2.05 -4.33 3.38
H -5.60 -2.22 -5.23
Cl 2.28 -6.76 -3.06
C -1.45 -0.06 -4.21
Cl -2.96 -6.61 -2.00
H 1.96 3.48 6.84
C -4.99 -0.38 -0.93
N -4.51 2.73 -0.13
H -3.51 -4.50 -0.26
O -4.16 -1.31 1.32
C -1.55 0.40 5.21
C -6.14 0.11 -2.98
N -1.95 -3.28 0.36
H 0.89 4.36 -5.07
C 1.59 3.27 5.85
H 1.66 3.80 -1.51
C 2.93 0.25 -3.11
C 7.32 2.36 1.91
H 1.91 6.64 3.86
H -2.63 0.14 -2.41
H -0.57 0.11 -6.18
C 2.58 1.25 0.79
Fe -0.76 1.02 0.89
Si 0.36 1.27 -2.56
H 5.09 0.09 -3.10
H 4.58 2.03 0.88
H -1.51 4.58 -4.30
C -4.52 4.03 -0.38
H 2.58 -0.89 -1.31
H -0.62 -4.29 2.36
H -0.95 5.87 -3.19
H -1.89 1.25 5.80
C 0.69 2.76 3.20
O -1.80 -6.01 2.20
H -4.27 -2.70 -3.30
H 3.50 6.97 4.60
H -6.29 1.29 -1.18
H -3.56 0.33 -3.91
H -2.41 -0.12 4.78
H -6.82 0.73 -3.56
C 0.65 4.22 -1.63
S 6.06 -0.04 2.45
C 7.83 3.58 2.31
C -0.64 -1.83 -0.64
N -3.24 0.90 0.73
H 1.67 -1.44 -2.73
C 0.26 -5.95 0.27
C -4.71 -1.82 -2.84
H -3.46 5.91 -0.36
C -1.30 -3.01 -0.83
H 2.12 3.82 -3.92
H -2.27 0.61 -6.10
C -5.86 0.42 -1.66
C 4.35 0.20 2.01
C 3.44 -0.77 2.39
C -3.43 4.86 -0.15
C -1.13 4.79 -3.29
H 4.41 0.79 -1.62
H 1.87 -0.27 -4.90
O -0.10 1.16 -1.07
C 0.28 1.93 4.30
H 3.11 0.98 -5.14
S -4.57 -0.03 0.77
N 1.72 0.29 1.14
N -2.26 2.93 0.59
H 5.88 1.56 4.86
C 6.62 1.61 2.84
H 0.68 5.28 -1.38
N 7.70 4.06 3.54
O -0.80 0.29 2.98
H -1.00 1.66 -5.42
C 1.53 3.88 3.51
H 8.39 4.20 1.61
H 3.60 -0.72 -4.93
O 2.02 1.27 -2.73
H 0.00 3.69 -0.94
H -2.09 -2.16 2.18
C -2.61 0.55 -3.42
C 3.90 1.25 1.21
C 2.14 -0.67 1.94
C 4.32 0.75 -2.71
H -2.49 1.63 -3.34
O -0.22 0.04 -3.51
H 4.48 1.76 -3.10
O -5.70 0.58 1.41
H -0.85 -2.03 -4.87
C 2.63 -1.06 -2.39
H 7.48 1.99 0.90
H -1.39 4.78 0.54
C -2.85 -4.39 0.60
H -0.03 -1.26 -1.32
C -1.68 -2.25 1.19
C 1.25 4.46 -4.05
H -1.88 4.48 -2.56
C -1.07 -6.06 -0.11
O 2.69 5.21 5.14
C -4.43 -1.50 -1.52
C -0.66 0.85 4.07
H 6.92 3.76 5.41
H -3.48 -4.12 1.45
H 3.40 -1.80 -2.60
C -0.86 -6.65 4.85
H -0.54 -6.92 -3.36
C 2.87 6.21 4.16
O 0.29 2.62 2.01
C 7.02 3.34 4.42
O -0.13 2.65 -3.34
C 6.44 2.11 4.12
H -5.45 4.42 -0.78
C 2.88 0.04 -4.63
*
```

⟨S²⟩ = 6.006
Orbital gap (alpha / beta) = 6.9 / 6.7 eV
Relative energy (zero: lowest compared OMol25 entry of this formula, charge and spin) = 0.0 kcal/mol


No. 5
The following is a quantum chemistry calculation of a structure of composition C4H8O2, from OMol25.

```
! wB97M-V def2-TZVPD RIJCOSX def2/J DEFGRID3
* xyz 0 1
H 2.22 -1.05 -0.83
C 1.50 -0.41 -0.09
H -0.23 0.80 1.53
C 0.08 -0.91 -0.07
H -0.01 -1.82 -0.58
H -0.53 2.48 0.16
C -0.83 0.17 -0.53
H 2.07 -0.52 0.91
O 1.26 1.08 -0.50
O -2.23 0.08 -0.26
H -0.20 -1.18 0.96
C -0.13 1.29 0.24
H -0.82 0.33 -1.61
H -2.15 -0.34 0.65
*
```

Orbital gap = 10.8 eV
Relative energy (zero: lowest compared OMol25 entry of this formula, charge and spin) = 98.5 kcal/mol


No. 6
The following is a quantum chemistry calculation of a structure of composition C38H57AlNO16, from OMol25.

```
! wB97M-V def2-TZVPD RIJCOSX def2/J DEFGRID3
* xyz -1 1
C 11.91 -8.03 6.51
H 5.39 -3.92 3.53
H -6.81 1.07 0.90
C 9.29 -4.99 5.47
H -5.64 0.99 2.33
H -2.53 3.97 0.79
C -4.21 2.02 -1.74
C -6.95 3.91 -7.85
H -4.27 4.82 -8.11
H -4.73 1.09 -2.14
C 1.58 4.69 -4.87
O 11.99 -5.93 5.33
H 0.17 1.67 0.37
C -5.38 -2.34 -1.31
O 7.56 -3.54 4.80
H -5.47 3.85 -6.23
C 12.07 -7.13 5.32
H -2.44 0.17 -0.58
H -5.86 -2.75 -2.27
H 12.93 -9.82 3.93
C -9.71 4.22 -1.77
C -4.03 -1.20 1.31
C -0.95 1.70 0.07
H 0.14 3.11 -4.44
C -5.12 5.39 -7.73
O 3.39 -2.10 1.66
H -3.53 -0.81 2.26
H 3.92 -3.18 4.18
H 2.45 -1.22 -1.29
C -5.20 -0.46 0.59
C -8.78 3.85 -0.65
H -6.59 5.22 -6.18
O -6.13 4.10 -3.47
C -2.96 3.04 1.29
H -1.02 2.39 2.18
H 12.05 -10.22 6.48
H 4.13 -4.95 1.72
C 1.66 -0.62 -0.72
H 11.19 -9.63 4.27
H 9.04 -3.70 7.17
C 9.46 -3.65 6.16
H -9.85 6.33 -1.42
C 12.19 -9.26 4.52
O 12.27 -7.87 4.19
H -2.14 0.96 1.92
O 0.82 5.46 -2.80
C -1.79 1.94 1.44
H 10.85 -8.12 6.76
H 10.03 -5.14 4.68
C -3.53 -2.53 0.68
C -10.40 5.16 0.28
H -9.16 4.47 -2.68
H -1.16 2.48 -0.74
C 7.93 -4.85 4.86
H -3.32 3.30 2.36
C -6.02 4.56 -6.85
O -9.19 4.43 0.51
H 10.51 -3.34 6.25
H 1.49 6.77 -4.25
O -5.94 5.79 -8.83
H -0.10 6.03 -4.55
H 5.44 -2.33 1.68
H -5.62 3.70 0.23
C -5.91 -1.01 -0.71
C 0.88 4.10 -2.71
O -7.84 3.11 -0.74
C 1.10 3.50 -4.07
H -4.74 6.27 -7.21
H 1.34 4.63 -5.93
C 0.91 5.85 -4.17
H 4.78 -1.33 2.98
H -7.94 3.75 -7.43
H -11.24 4.53 0.61
H 2.15 0.27 -0.19
C -5.70 0.92 1.19
C 2.77 -3.32 1.61
H 9.32 -5.81 6.19
H 2.89 -4.94 3.02
O 1.76 -3.53 0.99
H -1.02 -0.59 0.31
H -6.54 2.98 -8.24
H -3.08 1.82 -1.84
H 1.84 2.70 -4.04
O 0.75 3.48 -1.68
C -6.99 4.93 -8.95
C -10.43 5.43 -1.20
C 3.55 -4.33 2.40
H -6.78 -0.43 -1.17
C -4.19 -3.09 -0.63
H 8.23 -1.89 5.86
C 8.64 -2.73 5.29
H 9.20 -2.35 4.44
C 4.62 -2.23 2.39
O -0.74 -0.07 -1.80
C 4.44 -3.45 3.26
H -3.84 -4.06 -1.13
O -7.80 4.97 -9.85
H -11.43 5.57 -1.60
H -10.39 6.08 0.87
H 2.67 4.77 -4.78
Al -4.62 2.43 0.25
N -5.86 3.26 -2.64
O -4.51 3.21 -2.57
C 12.48 -9.34 6.00
H 12.47 -7.65 7.37
C 0.67 -0.01 -1.82
C -1.29 0.20 -0.47
H -2.68 -3.12 1.16
H 13.56 -9.36 6.17
O 7.25 -5.76 4.43
O 1.20 0.54 -2.83
H -10.40 3.39 -1.95
H 1.15 -1.30 0.05
*
```

Orbital gap = 5.5 eV


No. 7
The following is a quantum chemistry calculation of a structure of composition C16H16N5O2S2Ti, from OMol25.

```
! wB97M-V def2-TZVPD RIJCOSX def2/J DEFGRID3
* xyz 3 1
H 4.42 -2.22 -1.28
H 2.33 1.21 4.15
H -1.81 -3.32 2.53
N -0.79 -0.45 -3.57
H -3.42 1.39 2.62
C -2.15 -2.29 2.54
H -0.20 -1.19 -3.96
C -2.22 -0.10 1.62
C -3.02 -1.85 3.55
H 4.04 -0.23 3.15
C 1.07 1.26 2.41
N -0.57 2.67 -5.32
S 0.44 2.25 -2.93
C -3.47 -0.54 3.59
C 3.03 -0.40 1.24
H -1.71 -0.86 -3.40
Ti -0.06 0.45 -1.57
H 0.34 1.92 2.86
H 4.85 -1.55 1.07
C 2.21 0.86 3.14
H 2.38 -1.46 -2.41
H -0.21 3.61 -5.20
N -0.11 1.09 0.20
H -3.34 -2.55 4.31
C 3.17 0.06 2.58
N -0.94 0.55 -4.54
C 3.96 -1.22 0.56
C 3.72 -1.60 -0.74
N 1.65 -0.39 -0.78
S -1.77 1.02 0.42
C -3.08 0.36 2.62
C -0.42 1.78 -4.38
H -1.08 -1.76 0.77
C 0.92 0.82 1.12
O -1.92 0.39 -1.00
H -4.15 -0.22 4.37
H -1.04 2.48 -6.20
C -1.74 -1.42 1.56
H -1.42 0.30 -5.40
O -2.35 2.30 0.56
C 1.89 0.00 0.53
C 2.57 -1.17 -1.38
*
```

Orbital gap = 6.4 eV
Relative energy (zero: lowest compared OMol25 entry of this formula, charge and spin) = 0.0 kcal/mol


No. 8
The following is a quantum chemistry calculation of a cluster of 9 separate species, C46H65N5O18 in total, from OMol25.

```
! wB97M-V def2-TZVPD RIJCOSX def2/J DEFGRID3
* xyz 0 1
C -29.10 10.92 -3.23
C -27.77 10.52 -2.88
C -13.44 6.53 -13.50
H -17.84 8.79 -11.44
C -14.92 5.08 -14.76
C -14.02 6.17 -14.68
C -9.00 7.07 -5.88
C -13.67 5.82 -12.34
H -25.63 6.85 -14.67
C -19.76 5.28 2.04
O -17.51 6.17 1.40
O -24.63 4.56 -11.30
H -20.55 5.73 2.63
H -28.07 7.37 -4.00
H -6.97 3.03 -5.06
H -17.94 -1.10 -3.02
H -18.59 12.00 -9.10
H -19.73 11.76 -10.49
H -25.58 3.67 -6.40
C -14.99 0.80 -1.23
O -21.41 5.81 -2.92
H -15.58 2.43 -2.46
C -17.51 10.49 -12.69
H -15.63 3.41 -13.63
H -8.08 6.68 -5.46
C -29.63 8.72 -4.10
C -18.69 11.72 -10.14
C -14.45 4.69 -12.41
C -7.66 3.45 -4.33
H -16.05 7.16 0.56
C -27.77 1.87 -4.55
H -27.59 3.34 -8.15
N -13.24 6.27 -10.99
C -18.24 3.43 1.98
C -23.22 4.53 -11.06
C -27.61 3.02 -7.12
H -9.62 4.79 -3.17
C -16.35 -1.24 -1.59
H -15.68 10.33 -10.69
C -15.31 -0.56 -0.91
H -15.86 7.12 2.37
H -16.70 6.04 -2.90
H -9.29 6.71 -6.87
C -26.44 4.16 -12.91
H -25.96 2.78 -4.11
H -15.92 6.42 -5.28
H -25.12 2.57 -12.00
C -27.42 9.20 -3.17
H -29.58 2.40 -7.36
H -20.20 5.04 1.07
H -24.43 3.52 -13.14
H -18.10 12.42 -10.73
C -19.22 6.92 -5.66
O -13.14 0.72 -0.01
C -25.56 5.80 -14.40
H -17.24 3.88 1.99
H -30.31 8.06 -4.63
H -14.70 4.16 -11.50
H -18.43 3.61 0.93
C -17.36 6.25 -3.73
O -31.12 0.96 -5.69
H -22.81 3.52 -11.15
C -16.54 7.24 1.53
H -22.56 4.98 -11.80
H -24.52 5.58 -14.17
C -28.39 8.38 -3.75
C -19.72 6.49 -4.36
O -27.05 12.71 -2.20
C -26.48 3.10 -6.24
H -27.25 3.95 -12.22
H -13.82 6.89 -15.46
N -26.84 11.47 -2.17
H -17.75 11.54 -12.88
C -30.07 10.06 -3.72
O -21.98 6.84 -4.73
O -25.95 11.10 -1.49
O -14.04 6.01 -10.08
N -30.14 1.06 -4.91
O -13.42 2.54 -1.24
H -19.26 9.76 -11.78
H -22.97 5.02 -10.12
N -21.15 6.40 -3.97
O -18.11 10.39 -10.26
H -18.13 2.38 2.26
H -7.09 4.03 -3.60
O -19.23 4.13 2.77
C -28.91 1.79 -5.39
H -17.60 7.11 -7.05
H -17.67 1.34 -3.29
C -9.78 4.56 -4.22
H -14.75 -1.16 -0.21
H -26.46 8.79 -2.89
C -15.31 10.85 -11.58
H -16.45 -2.31 -1.49
H -15.39 11.93 -11.50
C -18.72 6.18 -3.43
O -8.59 4.35 -4.98
H -25.81 5.29 -15.33
C -17.91 6.86 -6.04
H -18.58 6.66 3.09
H -8.91 8.14 -6.09
N -13.74 1.37 -0.80
H -26.65 3.55 -13.79
H -19.88 7.21 -6.46
H -11.23 5.37 -5.64
C -28.77 2.37 -6.65
H -15.48 4.85 -15.65
H -8.15 2.71 -3.70
H -12.83 7.41 -13.62
H -29.37 11.96 -3.17
H -10.50 3.74 -4.19
C -18.79 6.43 2.04
C -16.99 6.48 -5.11
H -11.45 5.90 -3.96
O -16.06 10.34 -12.67
H -27.91 1.45 -3.57
O -26.33 5.58 -13.23
C -15.87 1.43 -2.16
H -17.77 10.18 -13.71
O -30.04 0.30 -3.96
H -17.13 8.15 1.54
C -14.97 4.26 -13.63
H -19.00 5.95 -2.42
C -17.21 -0.57 -2.44
O -12.23 7.05 -10.94
H -14.30 10.43 -11.66
H -19.24 7.37 1.70
C -26.65 2.62 -4.93
H -31.10 10.40 -3.71
C -25.08 3.63 -12.27
C -10.71 5.68 -4.73
C -18.21 9.81 -11.51
O -9.99 6.93 -4.89
C -17.05 0.83 -2.57
*
```

Orbital gap = 8.3 eV
Relative energy (zero: lowest compared OMol25 entry of this formula, charge and spin) = 131.2 kcal/mol
SMILES = O=[N+]([O-])c1ccccc1.O=[N+]([O-])c1ccccc1.O=[N+]([O-])c1ccccc1.O=[N+]([O-])c1ccccc1.O=[N+]([O-])c1ccccc1.COCCOC.COCCOC.COCCOC.COCCOC


Please write out number 7 again, unchanged.
The following is a quantum chemistry calculation of a structure of composition C16H16N5O2S2Ti, from OMol25.

```
! wB97M-V def2-TZVPD RIJCOSX def2/J DEFGRID3
* xyz 3 1
H 4.42 -2.22 -1.28
H 2.33 1.21 4.15
H -1.81 -3.32 2.53
N -0.79 -0.45 -3.57
H -3.42 1.39 2.62
C -2.15 -2.29 2.54
H -0.20 -1.19 -3.96
C -2.22 -0.10 1.62
C -3.02 -1.85 3.55
H 4.04 -0.23 3.15
C 1.07 1.26 2.41
N -0.57 2.67 -5.32
S 0.44 2.25 -2.93
C -3.47 -0.54 3.59
C 3.03 -0.40 1.24
H -1.71 -0.86 -3.40
Ti -0.06 0.45 -1.57
H 0.34 1.92 2.86
H 4.85 -1.55 1.07
C 2.21 0.86 3.14
H 2.38 -1.46 -2.41
H -0.21 3.61 -5.20
N -0.11 1.09 0.20
H -3.34 -2.55 4.31
C 3.17 0.06 2.58
N -0.94 0.55 -4.54
C 3.96 -1.22 0.56
C 3.72 -1.60 -0.74
N 1.65 -0.39 -0.78
S -1.77 1.02 0.42
C -3.08 0.36 2.62
C -0.42 1.78 -4.38
H -1.08 -1.76 0.77
C 0.92 0.82 1.12
O -1.92 0.39 -1.00
H -4.15 -0.22 4.37
H -1.04 2.48 -6.20
C -1.74 -1.42 1.56
H -1.42 0.30 -5.40
O -2.35 2.30 0.56
C 1.89 0.00 0.53
C 2.57 -1.17 -1.38
*
```

Orbital gap = 6.4 eV
Relative energy (zero: lowest compared OMol25 entry of this formula, charge and spin) = 0.0 kcal/mol